C27H74F3N10O13 | wB97M-V/def2-TZVPD

Geometry as XYZ:
```
127
Properties=species:S:1:pos:R:3:lowdin_charge:R:1
F -0.59581 -1.29055 -1.90446 0.006
F 1.24812 -1.51686 -2.84964 0.037
F 0.43203 0.43393 -2.42486 0.180
O -3.25540 -1.56929 -2.58241 -0.048
O -1.16332 -5.26411 -3.77566 -0.022
O 4.67993 -1.58709 2.95699 0.019
O 0.43969 -0.30541 0.52855 -0.053
O 5.89950 -1.24308 -1.48442 0.045
O 1.61213 -5.30991 -1.30473 0.073
O -5.14494 2.33362 1.86167 -0.026
O 1.92905 -1.84097 0.06717 -0.294
O -0.31245 0.42195 4.52031 -0.038
O 1.97025 4.28294 -0.52513 -0.052
O 1.96219 1.62458 -3.13861 0.043
O -0.08115 5.02409 1.27994 -0.072
O 0.25802 -2.57110 4.05171 0.048
N 3.96473 -0.71098 -0.73064 0.145
N 0.98527 -3.78611 0.15634 0.172
N 2.89346 -0.34557 -2.97254 0.181
N 0.04153 -0.84310 2.58442 0.110
N 1.94994 -3.10614 -1.63062 0.084
N 4.36006 -2.84741 -1.14560 0.164
N 3.60601 -2.39621 1.16227 0.165
N 1.06126 -2.61820 1.98581 0.111
N 3.76487 1.08470 -4.36538 0.169
N 2.76991 -0.76436 2.19880 0.186
C -1.13506 1.29945 1.53844 -0.047
C 0.10853 1.04680 0.60368 -0.169
C -2.29113 1.75874 4.00434 -0.059
C -1.69143 0.49025 4.60466 -0.412
C 2.70447 3.41417 0.26100 -0.404
C -0.66255 3.43191 -0.51628 -0.008
C -2.56002 0.20353 -4.06751 -0.023
C 0.61559 -0.79492 -1.92978 -0.493
C -2.36569 -0.47825 -2.67188 -0.428
C -3.89893 1.72787 1.66252 -0.462
C -3.36385 2.20966 0.30474 -0.110
C -2.65256 0.48307 -1.48114 -0.050
C -1.17111 4.30925 0.72389 -0.439
C -2.50989 -4.72262 -1.91348 -0.056
C 1.51482 -4.16927 -0.96977 -0.708
C -4.11044 0.22624 1.65627 -0.042
C 0.45732 -2.02192 3.00160 -0.682
C -1.14910 -4.56520 -2.56085 -0.460
C 1.28041 -0.73324 -0.51180 -0.214
C 2.79153 2.06449 -0.45197 -0.050
C 2.79524 0.83778 -3.47109 -0.738
C 1.89315 3.43599 1.62665 -0.036
C 4.80805 -1.58616 -1.15281 -0.777
C 3.75741 -1.61361 2.18194 -0.752
C -0.70697 -3.07790 -2.48728 -0.038
C -2.28387 -0.67859 3.78396 -0.053
C -2.22559 5.30190 0.34971 -0.059
H 1.71481 -2.16978 -1.33390 0.047
H 3.02271 -1.01803 -0.53466 0.026
H -1.43074 -1.03844 -2.68412 -0.025
H 1.81184 1.79838 -0.84881 0.056
H 3.18817 1.27731 0.18922 0.078
H 0.31587 -0.46649 1.68833 -0.078
H -0.48421 5.51974 1.99649 0.111
H 1.10763 -2.05057 1.15168 0.008
H -0.42486 -0.26277 3.26693 -0.011
H -0.28962 -5.08813 -4.13244 0.086
H -2.62843 1.60316 -0.22387 -0.017
H -3.55317 0.64460 -4.15239 0.068
H -1.92441 -0.84331 2.76820 0.067
H 3.69032 -0.86600 -3.31060 0.141
H 2.67589 -0.10423 2.95740 0.132
H -1.72959 2.56501 4.47626 0.105
H -3.70434 0.70163 -1.29648 0.092
H -1.25432 -2.55278 -3.27007 0.118
H 3.43805 2.15927 -1.32440 0.100
H 4.33721 0.20537 -0.52655 0.124
H -3.34516 1.80734 4.27777 0.114
H -0.23396 4.11151 -1.25286 0.104
H -3.36073 -0.55543 3.66869 0.054
H -0.51578 -5.19043 -1.93148 0.107
H 0.98984 -3.62497 1.94826 0.115
H -3.16123 2.05615 2.39472 0.049
H 1.05316 -2.78559 0.27653 -0.015
H -1.48810 2.32955 1.48996 0.045
H 5.05992 -3.48324 -1.50056 0.130
H 4.25139 -3.12804 0.90150 0.125
H -1.82676 0.98439 -4.26923 0.070
H -2.74981 5.87918 1.11132 0.090
H -0.79786 -2.56040 -1.53228 0.098
H -1.96106 0.47769 5.66071 0.146
H -0.11623 1.55319 -0.33502 0.070
H 2.07317 0.01442 -0.48672 0.113
H 3.72788 2.03661 -4.70093 0.108
H -3.13688 -2.04268 -1.75570 0.072
H 3.74855 3.70750 0.37035 0.134
H -3.01053 4.79543 -0.21196 0.078
H -1.78366 6.08792 -0.26265 0.092
H -0.07906 -0.15683 5.24979 0.130
H 4.43744 0.42502 -4.72947 0.106
H -4.49369 -0.15588 2.60241 0.074
H 0.34212 -3.15964 -2.77155 0.087
H 1.95152 4.39580 2.13993 0.081
H -4.86753 0.01681 0.90058 0.098
H -2.95680 3.21340 0.42682 0.034
H 2.34990 -3.23912 -2.54847 0.157
H -0.85795 1.02728 2.55690 0.065
H -2.11399 1.85099 2.93280 -0.002
H -2.08479 1.40856 -1.57703 0.068
H -2.20605 -0.01842 -0.62251 0.085
H -1.68941 3.67885 1.44642 0.092
H -2.07017 -1.61988 4.29034 0.094
H -1.40317 2.99621 -1.18691 0.088
H 0.84235 3.17174 1.50809 0.043
H -1.90064 0.57476 1.26127 0.062
H 0.12869 2.74515 -0.21562 0.023
H 1.67773 4.98611 0.05932 0.075
H -3.22826 -4.07119 -2.41117 0.064
H -2.46504 -0.48707 -4.90547 0.072
H -3.19792 -0.33804 1.46392 0.064
H -5.83330 1.91190 1.34215 0.088
H 2.83101 -2.23250 0.53562 -0.153
H 1.03391 1.54960 0.88469 0.092
H -4.09854 2.23142 -0.50016 0.102
H -2.90520 -5.72921 -2.04994 0.078
H 2.32329 2.73130 2.33833 0.085
H 3.35493 -2.93224 -1.19712 0.006
H 2.02236 -0.95044 1.54562 0.060
H -2.48967 -4.43853 -0.86135 0.082
H 2.36207 -0.48538 -2.12509 0.074
H 0.76567 -4.47336 0.86312 0.140
```

Computed properties:
Total charge = -1
Gap between HOMO and LUMO = 0.266 Ha
HOMO level = -5.3 eV



C43H33BrN6O5Tl | wB97M-V/def2-TZVPD

Geometry as XYZ:
```
89
Properties=species:S:1:pos:R:3:lowdin_charge:R:1
Tl 0.89319 0.23848 0.13220 1.067
Br 4.27121 -5.27548 4.10306 0.648
O 2.55048 -1.11625 0.09311 -0.180
O 1.35774 4.01104 -6.00301 -0.065
O -2.22697 -1.20728 -6.26834 -0.071
O 2.06481 0.24475 3.28773 0.103
O 0.14062 3.67413 1.00874 0.044
N 1.29541 1.71795 -1.56221 0.007
N -1.45305 0.82952 0.27978 0.060
N 0.63918 3.40133 3.23893 0.148
N 0.12283 -0.69193 -1.87605 0.020
N 1.23814 1.77736 1.77995 0.102
N -0.18202 -1.33994 1.36892 -0.028
C 3.92376 2.95924 7.10707 -0.105
C 3.59640 3.96914 6.21922 -0.093
C 0.23593 0.09797 -2.98580 -0.208
C -2.77215 0.83378 5.78490 -0.090
C 2.16496 3.78170 -2.38063 -0.040
C 2.38515 -3.57251 2.81638 -0.106
C -1.10310 2.53746 5.50825 -0.037
C 2.86021 -1.99699 1.02573 -0.359
C 1.98098 2.53472 5.15104 -0.142
C -0.25804 -0.39154 -4.22407 0.029
C -2.30396 2.11542 6.05091 -0.087
C -0.81484 0.40875 4.44226 0.003
C -2.19727 -0.08843 0.93377 -0.142
C 1.92494 2.88582 -1.37639 -0.142
C 1.71142 3.45786 -3.68833 -0.212
C 3.70515 -3.94496 2.85390 -0.708
C 1.91199 -2.59325 1.91530 -0.156
C -1.53063 -1.24763 1.49616 -0.254
C 2.63103 3.75630 5.23937 -0.029
C 0.51119 -2.31533 1.99574 -0.104
C -2.34837 -2.20098 2.12020 -0.052
C -3.59761 0.07160 1.06276 -0.161
C -4.16694 1.21777 0.47478 -0.018
C -4.36557 -0.90431 1.74855 -0.076
C 4.19709 -2.40685 1.10877 -0.024
C 4.63680 -3.36764 2.00236 -0.152
C 3.27885 1.73014 7.01650 -0.077
C -0.35084 1.69333 4.69194 -0.132
C 1.51095 1.28643 3.01925 -0.443
C 1.07383 2.27420 -3.89663 0.032
C -0.43410 -1.89655 -1.95835 -0.122
C 2.31119 1.52081 6.05065 -0.016
C 1.96787 4.43903 -4.79366 -0.223
C -0.83734 -1.62959 -4.29870 -0.220
C -3.73056 -2.01213 2.24419 -0.115
C 0.86345 1.36615 -2.82173 -0.205
C -1.37570 -2.14300 -5.60911 -0.219
C 0.61583 3.00421 1.90535 -0.549
C -3.38502 2.12184 -0.19492 -0.048
C -2.00808 1.88702 -0.27080 -0.118
C -0.93448 -2.41793 -3.12979 -0.035
C -2.02475 -0.01314 4.98447 -0.061
C 0.93730 2.25509 4.08357 -0.274
H 3.05199 4.54395 -4.92548 0.125
H 4.89273 -1.93236 0.42787 0.112
H 1.57874 5.41946 -4.49133 0.122
H -0.24568 -0.26611 3.81494 0.101
H -0.48057 -2.45465 -1.02795 0.111
H -3.80564 3.00719 -0.65142 0.101
H -2.72115 -0.74134 -5.58541 0.086
H -0.18421 0.21311 -5.11765 0.113
H -2.87616 2.78558 6.68064 0.097
H -0.56052 -2.34168 -6.30759 0.122
H 2.66991 4.71513 -2.17103 0.103
H 4.09509 4.92878 6.27930 0.095
H 1.67905 -4.03232 3.49714 0.099
H -4.31146 -2.78046 2.74273 0.099
H 1.81715 0.56120 5.97575 0.122
H 2.38717 4.53678 4.53092 0.105
H -0.10187 4.03148 3.50238 0.140
H -5.23729 1.36884 0.56146 0.111
H -1.92224 -3.11794 2.49905 0.087
H 4.67771 3.12303 7.86698 0.094
H -5.43523 -0.77065 1.84895 0.096
H -3.71633 0.50187 6.19798 0.097
H -0.02594 -2.93258 2.70929 0.094
H 3.53650 0.93054 7.69959 0.101
H 5.67691 -3.66062 2.03963 0.089
H -2.38812 -1.00672 4.75764 0.096
H -0.73723 3.53374 5.73698 0.117
H -1.33850 2.57958 -0.76578 0.106
H 2.22964 3.09486 -0.35930 0.100
H -1.90425 -3.08649 -5.43798 0.109
H -1.38786 -3.39940 -3.14886 0.099
H 0.73256 2.02741 -4.88990 0.102
H 1.67154 4.57383 -6.71486 0.081
```

Computed properties:
Total charge = -1
Gap between HOMO and LUMO (spin up / spin down) = 0.178 / 0.186 Ha
ΔE to the lowest compared entry with this formula, charge and spin = 3.98 kJ/mol
HOMO level (spin up / spin down) = -2.6 / -2.8 eV



| no. | E_tot (Ha) | largest force on an atom (eV/A) |
| --- | --- | --- |
| 1 | -2897.3323 | 13.6 |
| 2 | -5109.7593 | 0.2 |